{
  "formula": "CH3BrO2P",
  "method": "ωB97M-V/def2-TZVPD",
  "largest_force_ev_per_a": 3.06,
  "charge": -1,
  "e_above_lowest_kcal_mol": 19.0,
  "homo_ha": -0.1650,
  "lumo_energy_ev": 3.58,
  "homo_lumo_gap_ev": 8.1,
  "symbols": ["C", "O", "O", "P", "Br", "H", "H", "H"],
  "coordinates": [[0.736, -0.248, 0.410], [-1.256, -1.396, -1.232], [-0.155, 0.743, -2.101], [-0.259, -0.356, -1.079], [-1.479, 1.693, 1.942], [-0.084, 0.368, 1.137], [0.952, -1.224, 0.820], [1.545, 0.420, 0.103]]
}